Record 1
The following is a quantum chemistry calculation of a 10-piece molecular cluster, C23H45BCl19FN6O6P overall at a distorted geometry, from the Open Molecules 2025 dataset.

The geometry in ORCA input format:
```
! RIJCOSX wB97M-V def2-TZVPD def2/J DEFGRID3
* xyz 1 1
N 1.9314 -2.0062 1.3087
P 0.4077 -1.9805 1.3583
O -0.0761 -0.5299 1.8399
O -0.1816 -3.0107 2.4302
N -0.3684 -2.3628 -0.1531
C 0.3745 -3.0104 -1.2561
B 0.4880 -4.5976 -0.9981
O -0.0863 -5.1503 0.1267
O 1.1657 -5.3648 -1.8952
C -1.6473 -2.0942 -0.3404
N -2.3622 -2.3063 -1.4415
C -3.5639 -1.9034 -1.2502
Cl -4.8132 -1.9152 -2.3206
N -3.6953 -1.4532 -0.0001
C -4.7879 -0.9146 0.8016
O -5.3717 0.0818 0.5381
N -5.0701 -1.6685 2.0255
C -5.1671 -3.0332 1.6981
O -5.7966 -3.4463 0.7619
F -4.5173 -3.8044 2.5309
N -2.4782 -1.5583 0.5662
H 2.2539 -2.2209 0.3757
H -0.6744 -0.6999 2.5843
H -1.0412 -3.3545 2.1619
H 1.3541 -2.5718 -1.3601
H -0.1237 -2.8853 -2.2086
H -1.0127 -5.3587 -0.0126
H 2.0683 -5.4578 -1.5674
H -4.2576 -1.5569 2.6305
H -2.3437 -1.2623 1.5199
Cl -2.8897 0.6748 3.5631
C -1.8006 1.8566 4.3604
C -1.6888 3.1314 3.5678
Cl -0.8273 2.8842 2.0251
H -0.8346 1.3777 4.4941
H -2.2226 2.0588 5.3426
H -1.1251 3.8628 4.1436
H -2.6661 3.5505 3.3420
Cl -6.1483 -0.2442 6.2530
C -7.4511 0.4115 5.2221
C -6.9122 1.2969 4.1276
Cl -6.2291 2.8179 4.7603
H -8.1471 0.9450 5.8630
H -7.9701 -0.4394 4.7849
H -7.7165 1.5699 3.4471
H -6.1350 0.7941 3.5574
Cl 1.2033 2.3658 -0.4327
C 2.4036 3.4992 0.2413
C 2.6134 4.6915 -0.6556
Cl 3.4208 4.2478 -2.1835
H 3.3274 2.9488 0.4020
H 2.0260 3.8265 1.2090
H 3.2517 5.4178 -0.1563
H 1.6712 5.1731 -0.9039
Cl 0.5302 0.8465 -4.0651
C 0.5121 2.6083 -4.3521
C 0.7218 2.9558 -5.8003
Cl 2.3741 2.5785 -6.3388
H 1.2789 3.0536 -3.7226
H -0.4590 2.9728 -4.0219
H 0.5788 4.0255 -5.9437
H 0.0286 2.4259 -6.4484
Cl 5.6346 1.6258 2.1754
C 5.0951 0.0898 2.9097
C 5.6350 -1.1160 2.1872
Cl 4.9138 -1.3123 0.5798
H 4.0080 0.0886 2.9171
H 5.4500 0.0893 3.9389
H 5.3814 -2.0333 2.7171
H 6.7156 -1.0677 2.0793
Cl 3.9451 -4.9950 0.2157
C 3.9972 -5.9863 1.7017
C 4.2114 -5.1557 2.9452
Cl 5.8437 -4.4381 2.9888
H 4.7874 -6.7212 1.5774
H 3.0455 -6.5097 1.7693
H 4.1147 -5.7898 3.8243
H 3.4878 -4.3473 3.0199
Cl 5.1976 6.2589 -8.4961
C 5.3362 6.4837 -6.7330
C 4.4593 5.5278 -5.9689
Cl 2.7291 5.8915 -6.1864
H 5.0894 7.5173 -6.5069
H 6.3793 6.3139 -6.4733
H 4.6673 5.6059 -4.9029
H 4.6256 4.4987 -6.2768
Cl -5.5888 -5.3677 9.3262
C -5.7881 -3.7705 8.5658
C -5.2889 -3.7534 7.1455
Cl -3.5126 -3.9122 7.0469
H -5.2678 -3.0391 9.1784
H -6.8518 -3.5398 8.5813
H -5.5414 -2.8056 6.6762
H -5.7279 -4.5582 6.5614
Cl 4.0657 2.8814 -12.3417
C 3.5366 3.8193 -10.9204
C 2.4293 3.1309 -10.1680
Cl 0.9028 3.0996 -11.0915
H 3.2342 4.8054 -11.2622
H 4.4040 3.9313 -10.2730
H 2.2264 3.6651 -9.2412
H 2.6925 2.1058 -9.9219
*
```

Properties
**Gap between HOMO and LUMO**: 7.3 eV



Record 2
The following is a quantum chemistry calculation of one molecule with the formula C5H13N3O, from the Open Molecules 2025 dataset.

The geometry in ORCA input format:
```
! RIJCOSX wB97M-V def2-TZVPD def2/J DEFGRID3
* xyz 0 1
H 0.8899 -2.6013 1.6401
N 1.2399 -1.7950 1.1271
C 1.2408 -1.8877 -0.1268
C 1.6727 -0.7087 -0.9612
N 0.5720 0.1797 -1.3048
C -0.1692 0.7835 -0.1832
C -0.6614 2.1539 -0.6634
O 0.6712 1.0203 0.9053
C -1.3886 -0.1106 0.2292
N -1.7487 -0.0492 1.6288
H 0.8815 -2.7622 -0.6824
H 2.4090 -0.1183 -0.4087
H 2.1200 -1.0525 -1.8963
H -0.0866 -0.2725 -1.9293
H 0.2037 2.7768 -0.8793
H -1.2531 2.6265 0.1178
H -1.2609 2.0446 -1.5643
H 1.0196 0.1736 1.2321
H -2.2601 0.1767 -0.3639
H -1.1582 -1.1616 0.0038
H -0.9561 -0.3222 2.1994
H -1.9775 0.9062 1.8800
*
```

Properties
**Gap between HOMO and LUMO**: 9.4 eV
**ΔE to the lowest compared entry with this formula, charge and spin**: 159.8 kJ/mol
**Structure (SMILES)**: [H]/N=C/CN[C@](C)(O)CN



Record 3
The following is a quantum chemistry calculation of one molecule with the formula CH3NO3S at a distorted geometry, from the Open Molecules 2025 dataset.

The geometry in ORCA input format:
```
! RIJCOSX wB97M-V def2-TZVPD def2/J DEFGRID3
* xyz 0 1
C 0.8246 -0.0560 0.3025
N 0.8942 -0.6086 -0.8369
O -1.8110 -1.2754 0.3993
O -1.6208 1.0033 -0.6681
O 0.9913 1.2844 0.3552
S -1.2690 0.0893 0.3601
H 0.7532 -0.6785 1.2418
H 0.5470 -1.5481 -0.7547
H 0.6905 1.7897 -0.3992
*
```

Properties
**Gap between HOMO and LUMO**: 9.1 eV
**ΔE to the lowest compared entry with this formula, charge and spin**: 231.9 kJ/mol



Record 4
The following is a quantum chemistry calculation of C34H88As3F24N7O10S2 as an isolated structure at a distorted geometry, from the Open Molecules 2025 dataset.

The geometry in ORCA input format:
```
! RIJCOSX wB97M-V def2-TZVPD def2/J DEFGRID3
* xyz 2 1
C 0.0628 1.2227 -0.5302
F 1.1691 0.5409 -0.8397
F -0.1608 2.0180 -1.5599
F -0.8933 0.3728 -0.2926
S 0.3852 2.4155 0.9219
O 1.7965 2.6395 1.0757
O -0.4798 3.5272 0.6896
N -0.0807 1.3936 2.1873
S -1.4975 1.8298 2.6403
O -1.4961 3.1065 3.3266
O -2.5271 1.6696 1.6128
C -1.8124 0.6732 4.1138
F -3.0888 0.7972 4.4366
F -1.5185 -0.5820 3.7712
F -1.1015 1.0739 5.1440
C -1.9992 -6.9985 2.3884
C -2.7173 -5.9985 3.3337
N -2.1012 -5.8271 4.7477
C -0.6691 -5.3607 4.7086
C -2.9438 -4.8216 5.4574
C -2.6943 -3.3349 5.1464
C -2.1073 -7.1451 5.5245
C -3.4757 -7.7299 5.8265
O -4.2463 -7.9263 4.6685
C -5.4815 -8.6036 4.9254
H -1.0565 -7.4134 2.7394
H -1.8641 -6.5608 1.4035
H -2.6241 -7.8858 2.2734
H -3.7797 -6.1621 3.4374
H -2.4981 -4.9836 2.9984
H -0.4300 -4.5774 4.0006
H -0.2115 -6.2789 4.3405
H -0.3980 -5.2276 5.7510
H -2.8810 -4.8854 6.5475
H -4.0112 -5.0137 5.3385
H -3.1697 -3.0176 4.2218
H -1.6625 -3.0049 5.2363
H -3.2263 -2.8709 5.9799
H -1.4673 -7.1689 6.4000
H -1.7645 -7.8211 4.7361
H -4.0508 -7.0408 6.4578
H -3.2528 -8.6906 6.3016
H -5.3893 -9.2978 5.7596
H -5.7795 -9.1380 4.0275
H -6.2694 -7.8758 5.1271
C -3.3290 5.1329 -4.7079
C -2.0447 5.7507 -5.2172
N -0.7974 5.0108 -4.7542
C 0.3837 5.8641 -5.0931
C -0.7256 4.8821 -3.2381
C -1.1648 6.0437 -2.3238
C -0.5586 3.5795 -5.2540
C -0.5583 3.3231 -6.7557
O -1.7484 3.8611 -7.2807
C -1.6789 4.1737 -8.6674
H -3.2303 4.0504 -4.8573
H -4.2133 5.3046 -5.3220
H -3.6174 5.2966 -3.6726
H -1.9201 6.7655 -4.8370
H -1.9675 5.8204 -6.2956
H 0.4281 6.7839 -4.5139
H 0.4394 6.2168 -6.1242
H 1.2628 5.2436 -4.9304
H 0.3362 4.7533 -3.0385
H -1.3136 4.0024 -2.9943
H -2.2075 6.3581 -2.3705
H -0.5853 6.9451 -2.5350
H -0.9885 5.7972 -1.2770
H -1.1989 2.9875 -4.6065
H 0.4464 3.3684 -4.8801
H -0.5633 2.2506 -6.9754
H 0.3335 3.7439 -7.2354
H -1.4588 3.2380 -9.1960
H -0.9012 4.9061 -8.8840
H -2.6617 4.4274 -9.0551
C 1.8348 5.9277 0.3430
C 2.6145 5.8937 1.6514
C 1.7341 5.9693 2.8845
O 2.5210 5.7928 4.0592
C 1.8022 5.1555 5.1270
N 3.6461 4.7817 1.7015
H 3.9825 4.7314 2.6715
H 3.2863 3.8775 1.3861
H 4.5285 4.9070 1.1944
H 1.4578 5.0618 -0.1903
H 2.5036 6.4107 -0.3810
H 1.0694 6.7035 0.2562
H 3.3037 6.7360 1.7411
H 1.0122 5.1465 2.8134
H 1.2121 6.9198 2.9867
H 2.3722 5.5142 5.9816
H 1.7598 4.0789 4.9601
H 0.7783 5.4920 5.3085
C 3.3487 -2.1347 -1.6926
C 4.2254 -1.2788 -2.5710
C 4.7145 -1.8924 -3.8524
O 5.3151 -0.8728 -4.6356
C 5.6458 -1.3076 -5.9281
N 3.5511 0.0465 -2.8438
H 2.9596 0.3683 -2.0782
H 4.2221 0.7646 -3.1416
H 2.8840 -0.0957 -3.6074
H 3.3810 -1.8475 -0.6348
H 3.6242 -3.1863 -1.5912
H 2.2822 -2.1604 -1.9148
H 5.1191 -0.9447 -2.0364
H 3.8723 -2.4264 -4.3150
H 5.5419 -2.6003 -3.7385
H 5.9790 -2.3417 -6.0495
H 6.3651 -0.6110 -6.3576
H 4.8170 -1.2320 -6.6466
C 2.4648 1.0904 4.5487
C 2.4450 -0.4027 4.2886
C 1.9342 -1.3588 5.3333
O 2.0597 -2.6962 4.9212
C 2.4619 -3.6385 5.8716
N 1.7672 -0.5984 2.9156
H 1.0977 0.1982 2.7390
H 2.4227 -0.5731 2.1369
H 1.3223 -1.5368 2.9318
H 2.9669 1.6971 3.7973
H 2.9592 1.3431 5.4905
H 1.4649 1.4986 4.7182
H 3.4350 -0.7340 3.9652
H 0.8738 -1.2662 5.6086
H 2.4353 -1.2012 6.2945
H 1.8082 -3.7135 6.7437
H 3.5215 -3.5492 6.1359
H 2.4940 -4.6393 5.4315
C -3.7036 -3.4432 -0.4445
C -3.2652 -2.5877 -1.6413
C -3.8692 -1.1897 -1.7328
O -3.4267 -0.5637 -2.8919
C -3.5642 0.8400 -2.8932
N -1.7838 -2.5055 -1.6834
H -1.4659 -1.8629 -2.4228
H -1.4101 -2.1944 -0.7824
H -1.3143 -3.3832 -1.9320
H -4.7784 -3.5651 -0.3677
H -3.3350 -2.9388 0.4599
H -3.1453 -4.3720 -0.3142
H -3.5105 -3.1218 -2.5626
H -3.4896 -0.6587 -0.8447
H -4.9520 -1.2615 -1.5993
H -2.8957 1.2893 -2.1479
H -4.5968 1.1735 -2.7869
H -3.1426 1.1764 -3.8416
As -0.2205 -0.5217 -4.5027
F 0.7761 -1.5360 -3.4657
F 0.5492 -1.2254 -5.8977
F -1.2538 0.3698 -5.5755
F -1.1070 0.1926 -3.1541
F 1.0142 0.7296 -4.4458
F -1.2684 -1.9678 -4.4578
As 3.7854 3.8218 -2.7334
F 2.6977 2.8235 -1.8141
F 2.7622 5.2325 -2.9243
F 4.9372 4.7138 -3.6890
F 5.0331 2.5676 -2.5839
F 3.1498 2.9918 -4.1566
F 4.3922 4.4965 -1.1905
As 0.6511 -4.1402 0.9897
F 2.2038 -4.4204 0.2256
F 1.4616 -3.1935 2.2115
F -0.9682 -3.7000 1.5601
F -0.0957 -5.0398 -0.3174
F 0.6103 -5.4977 2.0682
F 0.6050 -2.7139 -0.0596
*
```

Properties
**Gap between HOMO and LUMO**: 9.6 eV



Record 5
The following is a quantum chemistry calculation of C23H15N4O13S2W as an isolated structure at a distorted geometry, from the Open Molecules 2025 dataset.

The geometry in ORCA input format:
```
! RIJCOSX wB97M-V def2-TZVPD def2/J DEFGRID3
* xyz 1 1
W 1.0450 1.8015 1.1937
C -3.9700 -4.1423 -0.9588
C -3.1388 -3.1601 -0.1823
C -1.8325 -2.8693 -0.5684
C -1.0692 -1.9487 0.1253
C -1.6399 -1.3273 1.2313
C -2.9400 -1.6105 1.6617
C -3.6761 -2.5226 0.9407
S -0.7971 -0.1325 2.1206
O -1.0636 -0.2543 3.5047
O -1.0175 1.2396 1.5019
N 0.7609 -0.1157 1.6862
C 1.8131 -1.0418 1.6355
C 1.9103 -2.2626 2.2236
C 3.0728 -3.0396 1.9942
C 4.0804 -2.5876 1.1903
C 3.9913 -1.3035 0.5943
C 4.9806 -0.7242 -0.2361
C 4.8185 0.5449 -0.7212
C 3.6770 1.2717 -0.3740
N 2.7365 0.7440 0.3816
C 2.8610 -0.5414 0.8541
H -3.5005 -4.3998 -1.9065
H -4.9590 -3.7312 -1.1635
H -4.1105 -5.0611 -0.3852
H -1.4106 -3.3511 -1.4413
H -0.0751 -1.7015 -0.2167
H -3.3552 -1.1253 2.5367
H -4.6901 -2.7479 1.2500
H 1.1119 -2.6375 2.8532
H 3.1527 -4.0084 2.4680
H 4.9620 -3.1909 1.0127
H 5.8674 -1.2960 -0.4825
H 5.5599 1.0115 -1.3535
H 3.5290 2.2894 -0.7036
O 1.4536 3.1807 -0.4015
C 0.2177 3.4752 -0.2236
O -0.1444 3.5524 1.0079
C -0.7246 3.0867 -1.2775
C -1.6669 3.8075 -1.9639
C -2.4652 3.1082 -2.8504
C -2.3385 1.7534 -3.0437
C -1.3785 1.0566 -2.3349
C -0.5665 1.6919 -1.4022
O 0.3004 1.0595 -0.6096
N -1.2611 -0.3851 -2.5995
O -0.1649 -0.8919 -2.4565
O -2.2488 -0.9635 -2.9991
N -3.4949 3.8398 -3.6123
O -4.2664 3.1814 -4.2740
O -3.4942 5.0487 -3.5182
H -1.7905 4.8748 -1.8447
H -2.9801 1.2364 -3.7418
O 2.7148 1.1572 3.0114
S 2.1500 2.4779 3.3303
O 2.5073 3.2054 4.4698
O 0.6267 2.2025 3.1223
O 2.3302 3.1765 1.9450
*
```

Properties
**Gap between HOMO and LUMO**: 6.8 eV
**ΔE to the lowest compared entry with this formula, charge and spin**: 197.4 kJ/mol